[1]
A structure of composition C24H32InN7O2S. Source: the OMol25 dataset; level of theory: ωB97M-V/def2-TZVPD.

## Properties
- Kohn-Sham gap: 9.032 eV
- Largest force on an atom: 0.38 eV/A
- Charge: +2
- Calculated total energy: -55932.920 eV
- LUMO: -4.80 eV
- Relative energy (zero: lowest compared OMol25 entry of this formula, charge and spin): 14.80 kcal per mole

Each line ends with the Mulliken charge.
Atoms and positions in Å:
In -0.11 -0.10 -0.41  1.372
C -0.52 3.56 -0.42  -0.850
C -1.56 2.87 -1.29  -0.817
N -1.06 1.60 -1.86  -0.217
C -0.15 1.78 -3.01  -0.999
C 1.32 2.11 -2.68  -0.761
S 2.06 1.31 -1.22  0.025
C 2.38 2.71 -0.11  -0.799
C 1.37 2.93 1.02  -0.564
N 0.01 2.65 0.60  0.076
H 0.30 3.92 -1.04  0.267
H -0.97 4.45 0.02  0.453
H -2.44 2.65 -0.68  0.248
H -1.87 3.55 -2.08  0.473
H -1.85 1.06 -2.21  0.351
H -0.18 0.86 -3.58  0.396
H -0.52 2.58 -3.65  0.552
H 1.93 1.81 -3.53  0.621
H 1.47 3.18 -2.55  0.493
H 3.37 2.54 0.31  0.509
H 2.47 3.59 -0.74  0.496
H 1.60 2.26 1.85  0.113
H 1.51 3.95 1.39  0.443
H -0.60 2.66 1.40  0.237
C 0.65 -0.45 2.79  -1.365
N 1.28 -0.82 1.51  -0.225
C 1.50 -2.27 1.34  -1.753
C 0.29 -2.93 0.75  0.531
N -0.69 -2.26 0.20  0.501
C -1.55 -3.22 -0.36  0.036
C -2.73 -3.07 -1.08  -0.551
C -3.36 -4.22 -1.50  -0.829
C -2.84 -5.49 -1.22  -0.538
C -1.67 -5.65 -0.51  -1.135
C -1.04 -4.48 -0.09  0.909
N 0.14 -4.26 0.63  -0.066
C -0.74 0.08 2.60  0.106
N -1.35 0.19 1.44  0.694
C -2.64 0.66 1.71  -0.112
C -3.74 0.85 0.87  -0.722
C -4.90 1.32 1.44  -0.860
C -4.99 1.57 2.82  -0.589
C -3.93 1.35 3.67  -1.110
C -2.76 0.88 3.08  1.129
N -1.52 0.51 3.61  -0.064
H 0.60 -1.32 3.45  0.512
H 1.25 0.29 3.31  0.621
H 2.18 -0.36 1.43  0.375
H 2.33 -2.42 0.64  0.497
H 1.77 -2.74 2.29  0.669
H -3.14 -2.09 -1.30  0.331
H -4.29 -4.15 -2.06  0.442
H -3.37 -6.37 -1.57  0.424
H -1.27 -6.63 -0.28  0.453
H 0.76 -4.96 0.98  0.239
H -3.69 0.61 -0.18  0.458
H -5.78 1.47 0.83  0.456
H -5.93 1.92 3.23  0.435
H -4.01 1.51 4.74  0.470
H -1.28 0.48 4.59  0.252
C 0.87 -2.60 -3.60  -1.355
C 0.63 -1.69 -2.44  0.969
O -0.47 -1.01 -2.40  -0.769
O 1.45 -1.57 -1.49  -0.632
H 0.00 -3.23 -3.76  0.321
H 1.76 -3.20 -3.44  0.367
H 1.00 -2.00 -4.50  0.361


[2]
A structure of composition C17H25MoN4O4Si2 in a non-equilibrium geometry. Source: the OMol25 dataset; level of theory: ωB97M-V/def2-TZVPD.

## Properties
- Kohn-Sham gap (alpha / beta): 5.337 / 5.330 eV
- Largest force on an atom: 1.78 eV/A
- Charge: +3
- Calculated total energy: -49768.224 eV
- LUMO (alpha / beta): -12.98 / -12.98 eV
- Relative energy (zero: lowest compared OMol25 entry of this formula, charge and spin): 13.14 kcal per mole

Each line ends with the Mulliken charge.
Atoms and positions in Å:
Mo 0.74 0.44 -0.02  1.117
O 2.65 -4.36 -3.50  -0.451
C 1.35 -4.44 -3.30  0.537
O 0.66 -5.31 -3.75  -0.457
C 0.65 -3.39 -2.46  0.562
C -0.70 -3.48 -2.20  -0.358
N -1.04 -2.43 -1.44  -0.568
N 0.00 -1.64 -1.19  0.591
C 1.04 -2.22 -1.80  -0.108
C 2.32 -1.56 -1.63  0.365
O 3.39 -1.82 -2.02  -0.449
O 2.06 -0.43 -0.81  -0.614
H 3.11 -3.60 -3.10  0.329
H -1.40 -4.25 -2.51  0.570
H -1.96 -2.21 -1.07  0.144
C -0.65 -1.70 3.96  -0.919
Si 0.85 -1.09 3.09  -0.221
C 2.10 -0.01 3.92  -0.938
C 1.70 -2.32 1.99  -0.939
N 0.14 0.10 1.69  -0.118
C -0.50 1.31 1.91  1.187
C -0.71 1.89 3.18  -0.493
C -1.31 3.12 3.27  -0.963
C -1.70 3.83 2.11  -0.810
C -1.52 3.30 0.86  -0.700
C -0.95 2.03 0.71  1.228
N -0.81 1.36 -0.50  0.047
Si -1.11 2.03 -2.29  0.026
C 0.75 2.21 -2.57  -0.905
C -1.96 3.65 -2.48  -1.134
C -1.91 0.59 -3.11  -0.874
H -0.34 -2.44 4.70  0.400
H -1.35 -2.18 3.27  0.370
H -1.19 -0.92 4.49  0.390
H 2.73 -0.65 4.54  0.410
H 1.68 0.75 4.58  0.386
H 2.76 0.48 3.19  0.392
H 2.18 -3.08 2.60  0.455
H 2.50 -1.85 1.41  0.307
H 1.01 -2.84 1.32  0.273
H -0.43 1.35 4.07  0.348
H -1.51 3.54 4.25  0.471
H -2.19 4.79 2.22  0.480
H -1.88 3.83 -0.01  0.244
H 1.15 3.06 -2.01  0.402
H 0.99 2.40 -3.62  0.430
H 1.32 1.30 -2.32  0.269
H -1.41 4.50 -2.08  0.420
H -2.98 3.65 -2.08  0.419
H -2.05 3.81 -3.56  0.409
H -1.28 -0.30 -3.12  0.253
H -2.13 0.86 -4.15  0.422
H -2.87 0.35 -2.64  0.368


> What is the formula in the first record?

C24H32InN7O2S